Entry 1:
Density functional theory data (ωB97M-V/def2-TZVPD) for 3 unconnected molecules or ions with the total composition C3H11NOS2 at a distorted geometry.

As for the gap between HOMO and LUMO: 2.88 eV. Its total charge is 0. The value obtained for the lowest unoccupied orbital energy is -4.38 eV. As for the maximum force: 2.04 eV Å⁻¹.

CARTESIAN COORDINATES (ANGSTROEM)
S: 2.8276 -0.3836 -0.3740
S: 1.7747 1.1011 0.3497
O: -4.0939 0.1525 -0.0504
N: -1.9932 -1.0483 -0.8601
C: -1.4835 0.2805 1.1405
C: 4.5260 0.1769 -0.1651
C: -0.9647 -0.2919 -0.1867
H: -4.9481 0.0140 -0.4566
H: 4.7243 0.0229 0.8598
H: -2.0238 1.1997 1.0052
H: -0.1161 -0.9695 -0.0115
H: -2.1120 -0.4492 1.6082
H: -2.9901 -0.6647 -0.7501
H: 5.1797 -0.5005 -0.6953
H: -0.6058 0.5626 -0.7944
H: -0.6252 0.5735 1.7410
H: -1.7714 -0.9667 -1.8615
H: 4.6956 1.1907 -0.4989

Forces on atoms 1 to 2 (eV/Å):
S -0.42 0.93 0.19
S 0.27 -0.69 -0.24



Entry 2:
Density functional theory data (ωB97M-V/def2-TZVPD) for C4H8ClP in the gas phase at a distorted geometry.

As for the gap between HOMO and LUMO: 10.21 eV. Its SMILES is C=CP[C@H](C)Cl. Its total charge is 0. The value obtained for the lowest unoccupied orbital energy is 0.97 eV. As for the maximum force: 4.34 eV Å⁻¹.

CARTESIAN COORDINATES (ANGSTROEM)
Cl: 1.4216 1.8092 0.3428
P: 0.6132 -0.8892 -1.2302
C: 1.4961 -0.0105 0.2388
C: -0.8745 0.1641 -0.8867
C: -1.0100 1.4088 -1.4182
C: 1.1919 -0.5177 1.6739
H: -0.4271 1.8167 -2.2238
H: -1.8268 1.9738 -1.1114
H: 2.0800 -0.3770 2.2978
H: 2.5511 -0.0431 -0.0231
H: 0.9488 -1.5557 1.6110
H: 1.3229 -0.3303 -2.1757
H: -1.4974 -0.3937 -0.2103
H: 0.3495 0.1061 2.1652

Forces on atoms 1 to 2 (eV/Å):
Cl -0.13 0.07 -0.27
P -1.80 -0.57 3.90



Entry 3:
Density functional theory data (ωB97M-V/def2-TZVPD) for 2 unconnected molecules or ions with the total composition C5H11NO.

As for the gap between HOMO and LUMO: 11.06 eV. Its SMILES is CN=C=O.CCC. Its total charge is 0. The value obtained for the lowest unoccupied orbital energy is 0.75 eV. As for the maximum force: 0.77 eV Å⁻¹.

CARTESIAN COORDINATES (ANGSTROEM)
O: 1.0022 -0.7990 1.4065
N: -1.1004 0.3217 1.2856
C: 0.1751 -1.2041 -1.5773
C: -0.0295 -0.2516 1.3550
C: 1.7729 0.7260 -1.0882
C: 0.3202 0.2894 -1.2728
C: -1.9744 0.4075 2.4322
H: -2.9619 0.0410 2.1508
H: 2.2954 0.6755 -2.0480
H: 1.8408 1.7550 -0.7159
H: -0.1365 0.8655 -2.0775
H: -0.8671 -1.5356 -1.4979
H: -2.0462 1.4505 2.7446
H: 0.7739 -1.8333 -0.9059
H: -1.5729 -0.1967 3.2468
H: 0.5154 -1.4035 -2.5981
H: -0.3231 0.6056 -0.4579
H: 2.3159 0.0861 -0.3821

Forces on atoms 1 to 2 (eV/Å):
O -0.62 0.32 -0.01
N 0.59 -0.40 0.29



Entry 4:
Density functional theory data (ωB97M-V/def2-TZVPD) for a molecular structure, C20H20N8Pd.

As for the gap between HOMO and LUMO (spin up / spin down): 9.19 / 6.72 eV. Its multiplicity is 3. Its expectation value of S² is 2.005. Its total charge is +2. The value obtained for the lowest unoccupied orbital energy (spin up / spin down) is -5.01 / -7.47 eV. As for the maximum force: 0.08 eV Å⁻¹.

CARTESIAN COORDINATES (ANGSTROEM)
Pd: 0.2323 -0.4729 -1.6099
N: 0.2247 1.6985 -2.5224
N: 1.5677 0.5795 -0.3258
N: -0.2767 -2.4918 -0.8570
N: 2.5252 -1.7253 -3.6404
N: -2.8812 2.2059 -0.6408
N: 0.5255 -3.5589 -0.6856
N: 2.5479 2.4321 0.3323
N: -1.4562 0.5224 -0.6681
C: -1.1912 2.1214 -2.5202
C: 2.9063 1.4581 1.2609
C: 1.7473 1.8526 -0.5819
C: -4.0887 0.6676 2.5073
C: -1.5133 -4.3435 -0.5498
C: -3.1727 1.4417 0.4849
C: 3.6969 1.5050 2.4030
C: 1.7288 -1.2902 -2.9348
C: 3.1694 -0.8503 2.7060
C: -3.1475 -0.3757 2.5235
C: -0.1820 -4.6853 -0.4930
C: -1.8510 1.6193 -1.2737
C: -2.2175 -0.5294 1.5176
C: 3.8189 0.3278 3.1118
C: -4.1162 1.6014 1.4935
C: 2.3882 -0.8882 1.5704
C: 2.2721 0.2909 0.8395
C: -2.2529 0.3925 0.4721
C: 1.1281 2.5750 -1.7406
C: -1.5192 -2.9651 -0.7769
H: 3.2828 -1.7428 3.3055
H: -4.8004 0.7458 3.3173
H: -1.4832 -1.3219 1.5460
H: 3.2250 -2.1076 -4.2527
H: 1.8608 -1.7881 1.2779
H: 1.9179 2.9593 -2.3891
H: -2.3601 -4.9968 -0.4396
H: 0.5790 3.4434 -1.3682
H: -2.3597 -2.2983 -0.8807
H: 0.3062 -5.6312 -0.3281
H: -4.8289 2.4146 1.4907
H: 4.4238 0.3118 4.0076
H: -3.3517 3.0499 -0.9265
H: -1.2902 3.2071 -2.6006
H: 0.5458 1.6709 -3.4822
H: 1.5265 -3.4562 -0.7048
H: 4.1896 2.4125 2.7239
H: 2.8341 3.3980 0.3438
H: -3.1522 -1.0700 3.3524
H: -1.6783 1.6847 -3.3944

Forces on atoms 1 to 2 (eV/Å):
Pd 0.03 -0.06 0.03
N 0.02 0.02 0.00



Entry 5:
Density functional theory data (ωB97M-V/def2-TZVPD) for C4H11N3 in the gas phase at a distorted geometry.

As for the gap between HOMO and LUMO: 8.53 eV. Its SMILES is N/C=C(\N)CCN. Its total charge is 0. The value obtained for the lowest unoccupied orbital energy is 0.96 eV. As for the maximum force: 4.17 eV Å⁻¹.

CARTESIAN COORDINATES (ANGSTROEM)
N: -0.0535 0.9255 -1.4228
N: -2.3887 -0.7535 0.1060
N: 2.7802 0.1635 -1.1421
C: -0.2551 0.4576 1.1129
C: 0.5629 0.4436 -0.1502
C: -1.4741 -0.5275 1.3741
C: 1.8114 -0.0357 -0.1747
H: -1.0145 1.0442 -1.4428
H: -2.1265 0.0037 2.0079
H: 2.5316 0.6071 -2.0353
H: -2.5057 -1.8127 -0.0228
H: 2.1080 -0.7692 0.6127
H: 3.1785 -0.7558 -1.2896
H: 0.4477 1.6898 -1.7905
H: 0.3752 0.1464 2.0115
H: -0.6513 1.5212 1.3287
H: -1.3963 -1.6304 1.7005
H: -1.9297 -0.7177 -0.7835

Forces on atoms 1 to 2 (eV/Å):
N 2.86 -1.41 1.85
N 0.06 -2.33 0.60



Energy above the lowest of the compared OMol25 structures with the same formula, charge and spin per entry: 141.4; 18.9; 33.5; 0.0; 71.1 kcal per mole